## A
{
  "formula": "C3H9N4O",
  "method": "ωB97M-V/def2-TZVPD",
  "elements": ["C", "C", "C", "N", "N", "N", "N", "O", "H", "H", "H", "H", "H", "H", "H", "H", "H"],
  "coordinates": [[1.5203, 0.0274, -1.2223], [-0.5857, -0.6232, 1.5661], [-1.4478, 0.2061, 0.7586], [0.3745, 0.4934, -1.8190], [1.1672, -0.6777, -0.0596], [-1.0567, 1.4015, 0.5988], [-0.0941, -1.1636, 0.3034], [2.7019, 0.1112, -1.4991], [0.1870, -0.1093, 2.1203], [-0.9248, -1.4297, 2.3244], [-2.3393, -0.0749, 0.2807], [0.6285, 1.2749, -2.4279], [1.8740, -1.1146, 0.4412], [-0.3493, 1.7189, 1.2045], [-1.3358, 2.1064, -0.0405], [-0.2757, -2.0043, -0.1071], [-0.0445, -0.1425, -2.4226]],
  "mulliken_charge": [0.47, -0.77, 0.26, -0.40, -0.19, -0.19, -0.07, -0.54, 0.34, 0.31, 0.43, 0.29, 0.21, 0.20, 0.23, 0.19, 0.23],
  "total_charge": 1,
  "gap_ev": 10.35,
  "lumo_energy_ev": -3.7
}

=====

## B
{
  "formula": "C3H9N4O",
  "method": "ωB97M-V/def2-TZVPD",
  "elements": ["C", "C", "C", "N", "N", "N", "N", "O", "H", "H", "H", "H", "H", "H", "H", "H", "H"],
  "coordinates": [[-2.2648, -0.2887, 0.1370], [-1.5220, -0.0111, -1.2368], [-0.1020, -0.6471, 0.4900], [-1.3045, -0.8169, 0.9936], [2.1872, 1.1516, 0.0531], [1.0477, -0.9731, 0.9768], [-0.1758, -0.0757, -0.7572], [-3.3839, -0.0439, 0.4676], [-1.7152, -0.7682, -2.0814], [-1.9614, 0.8293, -1.8192], [-1.3802, -0.9237, 1.9664], [2.2405, 1.8830, 0.8560], [3.1736, 1.3118, -0.2922], [1.0815, -1.5858, 1.7666], [1.7713, -0.4837, 0.4690], [0.7020, -0.0549, -1.3435], [1.6059, 1.4969, -0.6456]],
  "mulliken_charge": [0.38, -0.37, 0.29, -0.07, -0.87, -0.27, -0.22, -0.46, 0.25, 0.32, 0.25, 0.27, 0.28, 0.23, 0.32, 0.39, 0.28],
  "total_charge": 1,
  "gap_ev": 11.54,
  "lumo_energy_ev": -3.2
}

=====

Verdict on stability: A comes out at the bottom.

=====

## A
{
  "formula": "C5H12N2S",
  "method": "ωB97M-V/def2-TZVPD",
  "elements": ["C", "C", "C", "C", "C", "H", "H", "H", "H", "H", "H", "H", "H", "H", "H", "H", "H", "N", "N", "S"],
  "coordinates": [[-0.1567, -2.0164, -1.0553], [-1.0092, -0.8340, -0.4395], [0.5715, 0.8524, 0.5582], [1.9022, 1.3394, 0.0534], [-1.2332, 0.8194, 2.0429], [-0.1727, -2.1981, -2.2489], [1.1037, -2.1019, -0.7553], [-0.5853, -2.9647, -0.5353], [-1.1953, -1.0649, 0.6443], [-1.9259, -0.8051, -1.0689], [0.7686, 0.0162, -2.5183], [1.7778, 2.2189, -0.6265], [2.2687, 0.4742, -0.5116], [2.7615, 1.4122, 0.7448], [-1.5808, -0.3253, 2.0007], [-1.3283, 1.1581, 3.2638], [-1.7471, 1.4140, 1.2494], [-0.4748, 0.5588, -0.5212], [0.1971, 0.8946, 1.7657], [0.0582, 1.1523, -2.0425]],
  "mulliken_charge": [-1.03, 0.02, 0.83, -1.12, -0.74, 0.31, 0.20, 0.34, -0.09, 0.29, 0.12, 0.31, 0.31, 0.33, 0.22, 0.25, 0.35, -0.08, -0.55, -0.26],
  "gap_ev": 9.27,
  "lumo_energy_ev": 0.6,
  "smiles": "CCN(S)/C(C)=N\\C"
}

=====

## B
{
  "formula": "C5H12N2S",
  "method": "ωB97M-V/def2-TZVPD",
  "elements": ["C", "C", "C", "N", "H", "H", "H", "H", "H", "C", "C", "S", "N", "H", "H", "H", "H", "H", "H", "H"],
  "coordinates": [[-1.3495, -2.0806, 2.6296], [-1.7566, -2.1543, 1.3700], [-0.6695, 0.0841, 2.9278], [-1.3093, -0.8972, 3.3951], [-0.9334, -2.9308, 3.1563], [-2.1869, -1.3026, 0.8523], [-1.9087, -3.0872, 0.8427], [-0.6649, 1.0050, 3.5028], [-0.1381, 0.0591, 1.9739], [1.5922, 1.3239, -2.2943], [0.2734, 0.7462, -1.7745], [-0.6797, 0.0604, -3.1739], [2.2538, 2.0165, -1.1839], [2.1923, 0.5103, -2.7099], [1.3655, 2.0415, -3.0827], [0.5134, -0.0681, -1.0923], [-0.2864, 1.5455, -1.2961], [-1.6619, -0.3999, -2.4268], [2.0938, 1.5169, -0.3160], [3.2607, 2.0113, -1.3002]],
  "mulliken_charge": [-0.03, -0.65, -0.17, -0.45, 0.32, 0.28, 0.27, 0.27, 0.17, -0.50, -0.57, -0.20, -0.59, 0.32, 0.29, 0.32, 0.39, 0.09, 0.22, 0.24],
  "gap_ev": 9.92,
  "lumo_energy_ev": 0.7,
  "smiles": "C=CN=C.NCCS"
}

=====

Verdict on stability: A comes out at the bottom.

=====

## A
{
  "formula": "C5H12N2S",
  "method": "ωB97M-V/def2-TZVPD",
  "elements": ["C", "C", "C", "C", "C", "N", "N", "S", "H", "H", "H", "H", "H", "H", "H", "H", "H", "H", "H", "H"],
  "coordinates": [[-1.7749, 0.4670, 0.8598], [-0.6099, -0.4548, 1.1848], [-1.9995, 0.6171, -0.6376], [0.5605, -0.0539, 0.2821], [1.5322, -1.1925, -0.2224], [0.2409, 2.2185, -1.2268], [2.7492, -0.7925, -0.9410], [-0.2067, 0.7096, -1.3047], [-2.6512, 0.1274, 1.2774], [-1.4793, 1.3604, 1.2253], [-0.3357, -0.1849, 2.2085], [-0.7219, -1.5373, 0.9046], [-2.4606, -0.2140, -1.1131], [-2.4444, 1.4890, -0.9102], [0.9698, 0.9724, 0.6161], [1.1071, -1.8247, -0.9048], [1.6644, -1.6274, 0.8083], [2.7693, 0.2007, -1.1414], [0.8427, 2.2440, -2.0532], [3.5555, -1.0037, -0.3758]],
  "mulliken_charge": [-0.95, -0.53, -0.73, -0.20, -0.64, -0.70, -0.56, 0.19, 0.44, 0.42, 0.30, 0.35, 0.39, 0.44, 0.37, 0.38, 0.29, 0.24, 0.23, 0.25],
  "gap_ev": 9.02,
  "lumo_energy_ev": 0.9
}

=====

## B
{
  "formula": "C5H12N2S",
  "method": "ωB97M-V/def2-TZVPD",
  "elements": ["C", "C", "C", "C", "C", "H", "H", "H", "H", "H", "H", "H", "H", "H", "H", "H", "H", "N", "N", "S"],
  "coordinates": [[3.1587, -1.0636, -0.5484], [2.1959, -0.6855, 0.5806], [0.3701, 0.7208, 0.0667], [1.0932, 2.0392, 0.2539], [-2.5264, -0.8393, 0.9893], [2.3663, -1.4723, -1.4598], [3.7996, 0.0259, -0.9774], [3.9820, -1.9708, 0.1313], [2.1043, -1.4700, 1.3545], [2.6287, 0.1149, 1.4308], [0.8643, 3.0052, -0.4551], [1.1348, 2.4744, 1.3233], [2.1173, 1.8483, -0.0158], [-1.6214, 1.8241, 0.0744], [-3.2185, -0.0193, 1.2707], [-1.6294, -1.1617, 1.6641], [-3.2028, -1.6734, 0.8534], [0.8064, -0.4925, -0.0333], [-1.0824, 0.9342, -0.3217], [-2.0714, -0.3529, -0.6726]],
  "mulliken_charge": [-0.72, -0.48, 0.75, -1.11, -0.73, 0.24, 0.18, 0.23, 0.39, 0.25, 0.30, 0.24, 0.33, 0.29, 0.24, 0.20, 0.32, -0.51, -0.35, -0.08],
  "gap_ev": 9.21,
  "lumo_energy_ev": 0.8
}

=====

Verdict on stability: B comes out at the bottom.

=====

## A
{
  "formula": "BrClHOP",
  "method": "ωB97M-V/def2-TZVPD",
  "elements": ["O", "P", "Cl", "Br", "H"],
  "coordinates": [[0.6388, -0.6049, -0.2464], [1.9629, -0.6706, 0.6989], [2.9856, -2.1456, -0.2371], [3.0957, 1.1350, -0.0579], [0.6275, -0.6968, -1.4301]],
  "mulliken_charge": [-0.47, 0.44, -0.18, -0.18, 0.39],
  "gap_ev": 10.05,
  "lumo_energy_ev": -0.1,
  "smiles": "OP(Cl)Br"
}

=====

## B
{
  "formula": "BrClHOP",
  "method": "ωB97M-V/def2-TZVPD",
  "elements": ["O", "P", "Cl", "Br", "H"],
  "coordinates": [[1.0360, 0.0516, -0.9823], [-0.1987, -0.5850, -0.6947], [-1.0946, 1.8730, 1.8487], [0.1902, -2.6350, -1.5674], [0.0670, 1.2955, 1.3957]],
  "mulliken_charge": [-0.29, 0.53, -0.25, -0.23, 0.25],
  "gap_ev": 9.36,
  "lumo_energy_ev": -1.4,
  "smiles": "O=PBr.Cl"
}

=====

Verdict on stability: B comes out at the bottom.